Version w
ORCA calculation (ωB97M-V with the def2-TZVPD basis set) on C3H11N3O as an isolated structure.

Atoms and positions in Å:
H  -2.7720  -0.4418  -2.2231
N  1.3666  1.7092  -0.7439
H  -2.8163  -0.3674  0.1554
H  1.6058  2.2221  0.0938
O  0.1400  -1.3800  0.8493
H  -2.5976  -1.9900  -1.6339
H  1.1122  0.9307  2.3906
H  2.1941  1.6191  -1.3227
H  -0.9796  -1.1808  0.3216
N  -2.1767  -1.0659  -1.6838
H  1.8408  -0.6731  2.4922
H  -1.2552  0.2773  -0.4321
C  0.8804  -0.3067  0.6342
C  1.6688  0.1739  1.8313
N  -1.9635  -0.5662  -0.3670
C  0.7104  0.4668  -0.4916
H  2.6191  0.6204  1.5334
H  0.4227  -0.0475  -1.4036

## Properties
Kohn-Sham gap: 7.79 eV
E_HOMO: -7.036 eV
multiplicity: 1
net charge: 0



Version x
ORCA calculation (ωB97M-V with the def2-TZVPD basis set) on a 2-piece molecular cluster, C3H11N3O overall.

Atoms and positions in Å:
H  -2.0309  -1.4999  -0.3611
O  -2.1853  1.4957  1.9535
H  2.6293  -1.3248  0.0188
H  0.5726  -0.1586  -1.6860
C  -2.1847  -0.8749  0.5168
H  2.5104  0.9903  -2.3506
H  -3.0553  -0.2476  0.3504
H  2.2521  0.2556  0.1269
N  2.4553  -0.0037  -2.5056
N  1.8904  -0.6491  -0.1487
H  3.3880  -0.3994  -2.4365
C  -1.1492  1.0822  1.4881
H  -0.0919  -0.3530  0.5155
H  -0.1900  1.6102  1.6121
C  1.5444  -0.6443  -1.5796
H  -2.3772  -1.5168  1.3783
H  1.4235  -1.6840  -1.8798
N  -1.0299  -0.0234  0.7159

## Properties
Kohn-Sham gap: 10.16 eV
E_HOMO: -9.461 eV
multiplicity: 1
SMILES string: CNC=O.NCN
net charge: 0



Q: Which of them is the least stable? A: version w.



Version w
ORCA calculation (ωB97M-V with the def2-TZVPD basis set) on one molecule with the formula C3H6N2OS.

Atoms and positions in Å:
N  -1.3781  -1.0900  -0.3685
H  -2.7945  1.7216  0.8255
S  0.2826  -1.1501  0.1722
H  3.0424  0.8216  1.0234
H  3.0787  -0.8503  0.2580
H  3.1819  0.6362  -0.8123
C  1.1514  0.3218  -0.0967
H  -3.1220  -0.0655  -0.4695
C  2.6627  0.1988  0.1025
O  0.6782  1.4173  -0.3923
C  -2.0996  -0.0719  -0.1148
N  -1.8561  1.1523  0.3857
H  -0.9801  1.6721  0.0916

## Properties
Kohn-Sham gap: 9.76 eV
E_HOMO: -8.970 eV
multiplicity: 1
SMILES string: CC(=O)S/N=C\N
net charge: 0



Version x
ORCA calculation (ωB97M-V with the def2-TZVPD basis set) on one molecule with the formula C3H6N2OS.

Atoms and positions in Å:
H  1.2202  -1.8142  3.0102
C  0.2073  -0.3344  1.0835
H  0.6448  0.4933  1.8333
H  -1.7256  1.4955  -2.4149
H  -0.4275  2.9122  -2.5362
H  0.8792  -3.2340  2.1266
S  -0.5804  1.8581  -0.3466
H  0.1016  1.0731  -2.8581
C  -0.6320  1.8020  -2.1087
O  -0.0771  -0.5360  -1.2008
N  0.4779  -2.2789  2.3904
C  -0.2113  0.1424  -0.1731
N  0.1229  -1.5793  1.1944

## Properties
Kohn-Sham gap: 9.55 eV
E_HOMO: -9.413 eV
multiplicity: 1
SMILES string: CSC(=O)/C=N/N
net charge: 0



Q: Which of them is the least stable? A: version x.



Version w
ORCA calculation (ωB97M-V with the def2-TZVPD basis set) on one molecule with the formula C3H6N2OS.

Atoms and positions in Å:
N  -0.1380  0.0291  -0.9363
S  1.1196  1.5856  1.4592
H  0.9688  1.6087  0.1425
O  -0.5682  -0.9597  -0.0435
H  -0.5915  -1.5790  1.8980
C  -0.4176  -0.2621  -2.1108
N  0.4310  0.1613  1.8487
H  -1.2912  -2.1314  -1.8223
H  -2.2463  -1.1257  -2.8265
C  -0.2346  -0.7158  1.2684
H  -0.7784  -1.8755  -3.4740
C  -1.2447  -1.4138  -2.5659
H  -0.0996  0.4282  -2.8543

## Properties
Kohn-Sham gap: 9.26 eV
E_HOMO: -8.405 eV
multiplicity: 1
SMILES string: C/C=N\O/C=N\S
net charge: 0



Version x
ORCA calculation (ωB97M-V with the def2-TZVPD basis set) on one molecule with the formula C3H6N2OS.

Atoms and positions in Å:
C  -0.6919  0.0722  0.9194
H  2.6740  0.2941  1.1669
H  -2.3840  0.6010  -2.2531
C  -2.0268  0.2118  1.4812
H  -2.1460  0.4664  2.5435
N  -0.6675  0.4467  -1.6111
H  0.2822  0.0182  1.5022
S  2.0740  -0.8662  0.6247
O  -2.0194  0.7548  -1.2649
H  1.5411  0.0844  -1.2814
C  -0.2133  0.1272  -0.4781
N  1.1843  0.0515  -0.3886
H  -3.0208  0.4023  0.9084

## Properties
Kohn-Sham gap: 9.05 eV
E_HOMO: -8.686 eV
multiplicity: 1
SMILES string: C=C/C(=N\O)NS
net charge: 0



Q: Which of them is the least stable? A: version x.



Version w
ORCA calculation (ωB97M-V with the def2-TZVPD basis set) on one molecule with the formula C3H6N2OS.

Atoms and positions in Å:
C  -0.6209  1.9398  0.5489
H  1.2151  -1.8252  1.6523
N  -0.2650  -1.6831  0.2450
N  -0.1566  0.5759  0.6109
S  1.4474  0.1971  0.2013
C  -1.0496  -0.5987  0.3419
H  0.0631  2.3825  1.2646
C  1.1496  -1.5501  0.6014
H  -1.7643  1.9912  0.7743
H  -0.4728  2.6819  -0.3570
O  -2.2475  -0.4300  0.2131
H  -0.5191  -2.6252  -0.0038
H  1.8089  -2.3251  0.0218

## Properties
Kohn-Sham gap: 8.72 eV
E_HOMO: -8.063 eV
multiplicity: 1
SMILES string: CN1SCNC1=O
net charge: 0



Version x
ORCA calculation (ωB97M-V with the def2-TZVPD basis set) on one molecule with the formula C3H6N2OS.

Atoms and positions in Å:
H  0.9258  2.5395  -0.7677
S  -2.7998  0.0552  0.2201
H  0.5567  -2.3477  -0.8895
N  -0.1256  -1.6035  -0.8267
H  1.3457  1.5752  0.7251
H  -0.9101  -1.7061  -1.4430
O  -0.5763  1.4329  0.0880
N  0.5993  -1.0646  1.2734
H  0.3178  -0.4994  2.0793
C  -1.1725  0.2636  0.1659
C  -0.1948  -0.8793  0.3076
C  0.8438  1.5629  -0.2026
H  1.1900  0.6712  -0.7300

## Properties
Kohn-Sham gap: 9.10 eV
E_HOMO: -8.880 eV
multiplicity: 1
SMILES string: [H]/N=C(/N)C(=S)OC
net charge: 0



Q: Which of them is the least stable? A: version w.